DFT (ωB97M-V with the def2-TZVPD basis set) results for a structure of composition C47H128MnN11O12 at a distorted geometry.

Geometry as ORCA input:
```
! wB97M-V def2-TZVPD RIJCOSX def2/J DEFGRID3
* xyz 1 6
Mn -9.97220 -11.30783 -18.54127
C -10.50915 -7.18985 -19.99718
C -9.89314 -8.04528 -18.90131
C -10.49103 -7.61614 -17.57149
O -9.96129 -9.39662 -19.14056
H -11.60542 -7.20146 -20.01580
H -10.19798 -7.51464 -20.99966
H -10.15426 -6.15734 -19.91126
H -8.81677 -7.80144 -18.81430
H -10.19860 -8.22647 -16.70568
H -11.58352 -7.74406 -17.54673
H -10.16808 -6.61090 -17.30504
C -8.26787 -15.03755 -16.50747
C -8.49424 -13.56742 -16.87118
C -7.39208 -13.04973 -17.78068
O -7.91289 -11.78498 -18.25626
C -7.03673 -11.18472 -19.23059
N -9.82643 -13.45010 -17.56014
H -7.24735 -15.21877 -16.13002
H -8.34077 -15.69637 -17.37660
H -8.88435 -15.42897 -15.69616
H -8.51066 -12.95313 -15.97365
H -7.26974 -13.71052 -18.64755
H -6.46704 -12.85441 -17.24283
H -6.01163 -11.14975 -18.85393
H -7.35316 -10.16224 -19.41040
H -7.03367 -11.81391 -20.12488
H -10.45626 -13.78288 -16.83944
H -9.87400 -14.02731 -18.39765
C -14.81495 -8.82287 -18.79539
C -15.45901 -10.08834 -19.31329
C -16.18347 -9.85274 -20.61109
O -16.86951 -11.02384 -20.95715
C -17.53145 -10.90245 -22.16087
N -14.35556 -11.08747 -19.52979
H -14.01053 -8.44053 -19.43860
H -14.41863 -9.00898 -17.79741
H -15.48297 -7.95571 -18.77719
H -16.14627 -10.47481 -18.55759
H -15.47111 -9.62931 -21.42777
H -16.85389 -8.97689 -20.55501
H -16.76878 -10.74120 -22.93987
H -18.16219 -10.00580 -22.14493
H -18.12550 -11.76730 -22.41916
H -14.77912 -11.84636 -20.07423
H -13.72947 -10.58007 -20.18522
C -5.93018 -5.56833 -20.24743
C -5.59981 -6.49834 -21.41390
C -6.70772 -7.48476 -21.73224
O -6.20964 -8.28575 -22.82424
C -6.92679 -9.42954 -23.14307
N -5.42249 -5.62671 -22.62887
H -5.03103 -5.04304 -19.93607
H -6.29534 -6.15427 -19.39363
H -6.72137 -4.84452 -20.46248
H -4.71226 -7.07606 -21.13710
H -7.63466 -6.97806 -22.02845
H -6.85506 -8.22178 -20.91692
H -7.78001 -9.14745 -23.76711
H -7.26796 -10.05259 -22.30353
H -6.25961 -10.05931 -23.73067
H -6.17101 -4.90412 -22.75103
H -5.54074 -6.29067 -23.40078
C -16.73937 -2.29162 -14.85795
C -16.68066 -3.08619 -16.15812
C -15.36830 -3.89391 -16.28545
O -15.39161 -4.64864 -17.44742
C -14.24870 -5.44967 -17.55772
N -17.86568 -4.06029 -16.23732
H -17.59289 -1.61495 -14.92017
H -15.82150 -1.72116 -14.68728
H -16.90446 -2.92389 -13.98043
H -16.83575 -2.46725 -17.04848
H -15.27202 -4.46043 -15.34423
H -14.48731 -3.23759 -16.34188
H -14.21255 -6.20580 -16.76229
H -13.33419 -4.84569 -17.45842
H -14.27514 -5.91029 -18.54105
H -17.78152 -4.75339 -15.47411
H -17.59317 -4.69253 -17.00352
C -12.53508 -7.63297 -14.51398
C -12.68300 -6.13017 -14.35478
C -13.20536 -5.65258 -13.01237
O -14.52886 -6.03938 -12.90765
C -15.24487 -5.54978 -11.79568
N -11.43525 -5.48246 -14.76383
H -12.04515 -7.77881 -15.47703
H -13.46791 -8.19750 -14.61882
H -12.01427 -8.05674 -13.65283
H -13.48023 -5.74833 -15.01766
H -13.16608 -4.54589 -13.04469
H -12.60189 -5.94002 -12.13682
H -14.61887 -5.59837 -10.89679
H -16.12195 -6.18591 -11.69384
H -15.61254 -4.52371 -11.93861
H -11.59865 -4.51255 -15.09119
H -11.14999 -5.94382 -15.62505
C -4.17687 -8.84151 -18.26485
C -3.42981 -7.81996 -17.40514
C -4.35775 -7.17829 -16.37543
O -5.20287 -6.31116 -17.08068
C -6.29272 -5.85883 -16.32272
N -2.37214 -8.56380 -16.69646
H -4.34914 -9.74008 -17.65572
H -3.62435 -9.15052 -19.15292
H -5.17003 -8.46734 -18.53586
H -2.94459 -7.06123 -18.03173
H -3.71831 -6.64308 -15.65682
H -4.89015 -7.99740 -15.86788
H -7.04010 -5.41748 -16.98001
H -6.04620 -5.15169 -15.52231
H -6.81775 -6.71639 -15.86311
H -1.74323 -7.93188 -16.20615
H -1.79192 -9.12294 -17.30728
C -8.92032 -2.87301 -16.19268
C -10.18191 -2.56904 -16.96856
C -10.22921 -3.20501 -18.32342
O -11.20498 -2.52927 -19.06960
C -11.11101 -2.74004 -20.45521
N -11.42859 -2.83836 -16.19129
H -8.88131 -2.21482 -15.30982
H -8.00526 -2.67605 -16.74454
H -8.90163 -3.85262 -15.69934
H -10.16669 -1.47938 -17.14781
H -10.51147 -4.26916 -18.31121
H -9.24069 -3.08734 -18.79044
H -11.84217 -2.11810 -20.97226
H -11.31801 -3.78633 -20.74907
H -10.11991 -2.46617 -20.85476
H -12.19161 -2.36787 -16.67420
H -11.32743 -2.36951 -15.28825
C -17.08334 -6.57716 -23.80093
C -15.75622 -6.90930 -24.50112
C -14.65598 -7.06429 -23.49654
O -14.35231 -5.85359 -22.88732
C -13.31612 -5.99927 -21.99975
N -15.98083 -8.03654 -25.40009
H -17.42341 -7.48083 -23.28233
H -17.82018 -6.27037 -24.54115
H -16.96212 -5.75979 -23.09217
H -15.55130 -6.06916 -25.17332
H -13.77022 -7.52710 -23.97360
H -14.93520 -7.86317 -22.77364
H -13.49665 -6.75782 -21.21988
H -13.22885 -5.04831 -21.48173
H -12.40669 -6.29432 -22.53582
H -15.07454 -8.48259 -25.59030
H -16.50467 -8.79895 -24.96223
C -4.69859 -2.32960 -23.90255
C -6.08836 -1.74386 -23.79806
C -7.07558 -2.55251 -23.01506
O -7.32953 -3.77847 -23.61747
C -8.58954 -4.28616 -23.16312
N -6.05043 -0.38829 -23.26809
H -4.13650 -1.69045 -24.58465
H -4.68976 -3.36470 -24.22376
H -4.22718 -2.26483 -22.91681
H -6.47954 -1.60201 -24.82054
H -7.98327 -1.95633 -22.86377
H -6.65047 -2.72398 -22.01147
H -8.70081 -5.28928 -23.56776
H -9.38179 -3.64056 -23.56377
H -8.66877 -4.30359 -22.06766
H -5.45436 0.24042 -23.79654
H -6.95251 0.08142 -23.30404
C -10.44212 -9.42384 -23.19750
C -11.87684 -9.55706 -22.66752
C -12.66157 -10.45402 -23.59753
O -13.00669 -9.82321 -24.76222
C -13.45353 -10.75298 -25.70548
N -11.89441 -10.09725 -21.31030
H -9.93318 -10.38523 -23.13217
H -9.82943 -8.68811 -22.67195
H -10.52905 -9.01364 -24.21241
H -12.38612 -8.58831 -22.68826
H -13.59046 -10.77814 -23.08803
H -12.16057 -11.43472 -23.71181
H -14.29324 -11.34542 -25.32830
H -12.61986 -11.34377 -26.09624
H -13.83535 -10.21966 -26.58102
H -11.29871 -9.52882 -20.68147
H -11.43245 -11.01003 -21.23155
C -13.56229 -11.02514 -15.93456
C -12.21185 -10.69990 -16.58367
C -11.04312 -10.88828 -15.64219
O -9.84408 -10.49492 -16.33305
C -8.75044 -10.29994 -15.45543
N -12.05876 -11.58612 -17.81033
H -14.38052 -11.08503 -16.64321
H -13.82484 -10.10764 -15.37364
H -13.53184 -11.82106 -15.19387
H -12.18775 -9.68995 -17.00117
H -10.88176 -11.92783 -15.32605
H -11.22527 -10.20278 -14.80609
H -7.86197 -10.28088 -16.08317
H -8.64468 -11.11715 -14.72505
H -8.83119 -9.38339 -14.86352
H -12.35913 -12.51406 -17.48237
H -12.87028 -11.42635 -18.51441
*
```

Molecular weight   1094.54 g mol⁻¹
E_HOMO (alpha / beta)   -10.238 / -10.238 eV
ΔE to the lowest compared entry with this formula, charge and spin   0.6623 eV
E   -4523.3455 Eh
Maximum force   2.55 eV/A
Orbital gap (alpha / beta)   0.2766 / 0.2599 hartree
LUMO energy (alpha / beta)   -2.7 / -3.2 eV